Entry 1:
AgB2H24O8 as an isolated structure at a distorted geometry, computed with ωB97M-V/def2-TZVPD.

LUMO level (alpha / beta) ... -1.657 / -4.859 eV
HOMO level (alpha / beta) ... -9.158 / -9.137 eV
Molar mass ... 281.676 g/mol
2S+1 ... 2
Orbital gap (alpha / beta) ... 7.50 / 4.28 eV
Total charge ... 0
ΔE to the lowest compared entry with this formula, charge and spin ... 117.1 kJ/mol
⟨S²⟩ ... 0.7531

```
35
Properties=species:S:1:pos:R:3:nbo_charge:R:1
Ag 1.36450 -0.82535 -1.84435 0.97
B -1.03341 -0.10611 0.17720 -0.88
H -1.76838 0.32659 0.83814 0.00
H -0.24866 0.58045 -0.10035 -0.04
H -0.50844 -0.89586 0.69193 -0.03
H -1.37252 -0.60955 -0.71488 -0.03
B 4.00950 -0.02311 0.22246 -0.46
H 4.09906 -0.44006 -0.76869 0.00
H 4.66544 -0.38619 0.99845 0.03
H 4.12718 1.03089 0.02379 0.24
H 3.01632 -0.07140 0.64141 0.18
O 0.96272 -3.86304 -0.59251 -0.96
H 0.46439 -3.88111 0.22454 0.49
H 0.77915 -4.70741 -1.00430 0.47
O 1.29924 3.26489 1.28875 -0.94
H 0.82419 4.02265 1.62989 0.46
H 0.65386 2.79486 0.76073 0.48
O 1.76186 0.06085 4.06832 -0.94
H 1.15448 -0.00091 4.80554 0.47
H 1.37671 -0.49717 3.39266 0.47
O -2.76576 -3.26612 1.41930 -0.95
H -2.32664 -2.41661 1.46108 0.49
H -3.69839 -3.05700 1.47120 0.47
O -0.42570 -1.85818 -4.28033 -0.95
H 0.05395 -2.33198 -4.95979 0.47
H -1.34785 -2.00502 -4.49081 0.49
O 1.42976 2.20892 -3.35621 -0.96
H 0.57940 2.49139 -3.69286 0.48
H 2.02666 2.92191 -3.58335 0.48
O -2.74870 2.62450 -2.09532 -0.95
H -3.01529 1.77590 -1.74172 0.48
H -3.15572 3.26579 -1.51281 0.47
O -3.54895 1.14609 3.87653 -0.94
H -3.37467 0.67391 3.06234 0.48
H -3.30944 2.05266 3.68419 0.47
```

***

Entry 2:
AgCl2 as an isolated structure at a distorted geometry, computed with ωB97M-V/def2-TZVPD.

LUMO level ... 2.471 eV
HOMO level ... -4.751 eV
Molar mass ... 178.774 g/mol
Orbital gap ... 7.22 eV
Total charge ... -1
ΔE to the lowest compared entry with this formula, charge and spin ... 47.9 kJ/mol

```
3
Properties=species:S:1:pos:R:3:nbo_charge:R:1
Ag 0.43694 -1.09102 -0.31843 0.79
Cl -1.53700 0.71054 -1.41849 -0.91
Cl 1.10006 0.38047 1.73691 -0.88
```

***

Entry 3:
AlB2H28O10 as an isolated structure at a distorted geometry, computed with ωB97M-V/def2-TZVPD.

LUMO level ... -10.971 eV
HOMO level ... -13.256 eV
Molar mass ... 236.820 g/mol
Orbital gap ... 2.29 eV
Total charge ... +1

```
41
Properties=species:S:1:pos:R:3:nbo_charge:R:1
Al -3.87436 1.19444 -2.12624 1.00
B -0.11179 -0.58306 0.43682 -0.48
H 0.48830 -1.20992 1.07805 0.07
H -0.93169 -1.19471 0.09349 0.14
H -0.40445 0.33386 0.92451 0.06
H 0.43236 -0.35313 -0.46609 0.14
B -0.67899 4.87242 -2.31336 -0.44
H -1.31073 4.61428 -3.14913 0.11
H -1.04550 4.45258 -1.38944 0.03
H 0.36059 4.62730 -2.46648 0.14
H -0.75773 5.94741 -2.26391 0.21
O -0.04162 -0.53780 -4.45495 -0.96
H 0.09093 -1.07491 -5.23608 0.48
H 0.84258 -0.34876 -4.14081 0.48
O 0.06184 6.02141 2.55233 -0.93
H -0.08138 5.48047 1.77574 0.46
H 0.12402 5.39473 3.27318 0.47
O 1.37040 -4.29329 -2.14374 -0.93
H 0.73235 -4.67341 -2.74759 0.47
H 0.98529 -3.45666 -1.88304 0.46
O 4.14291 0.82417 -4.09855 -0.95
H 4.58138 0.04042 -4.42976 0.47
H 4.40404 0.87477 -3.17905 0.48
O 3.40237 -3.72250 2.35743 -0.93
H 2.78740 -3.04204 2.08350 0.46
H 3.76632 -3.39937 3.18166 0.47
O -4.57670 -0.03559 2.53299 -0.95
H -5.48860 -0.29936 2.65588 0.47
H -4.17656 -0.14624 3.39547 0.48
O 3.87560 1.44254 0.03242 -0.93
H 2.96968 1.14562 0.11831 0.46
H 3.85137 2.36439 0.28897 0.47
O -1.24057 -4.19331 3.06690 -0.93
H -0.78016 -3.56587 2.50961 0.46
H -0.57332 -4.50678 3.67743 0.47
O 1.06413 0.89177 4.73883 -0.93
H 0.51898 0.86719 3.95242 0.46
H 1.02014 0.00209 5.08923 0.47
O -5.04277 -3.26538 -1.08853 -0.95
H -4.91100 -4.03826 -1.63766 0.48
H -5.84507 -3.45152 -0.60077 0.48
```

***

Entry 4:
Ar2H24O12 as an isolated structure, computed with ωB97M-V/def2-TZVPD.

LUMO level ... -0.400 eV
HOMO level ... -10.332 eV
Molar mass ... 296.076 g/mol
Orbital gap ... 9.93 eV
Total charge ... 0

```
38
Properties=species:S:1:pos:R:3:nbo_charge:R:1
Ar 3.41852 10.74192 17.08460 0.01
Ar 0.67163 10.92905 14.73890 0.00
O 5.01593 7.95538 17.71388 -0.95
H 5.40477 8.82553 17.62516 0.49
H 5.70663 7.42296 18.10847 0.47
O 1.53472 14.24685 17.20599 -0.95
H 0.77427 14.48815 17.73488 0.45
H 2.17797 13.93107 17.84061 0.48
O 3.87843 9.88894 13.94342 -0.94
H 3.29316 9.19659 13.63628 0.48
H 3.47512 10.20258 14.75287 0.48
O 7.00790 10.05974 18.58125 -0.95
H 7.47721 9.67858 17.83917 0.47
H 7.01304 11.00154 18.41032 0.49
O 0.20785 11.26421 19.30625 -0.94
H 0.05025 11.13681 20.24176 0.47
H -0.46575 11.88652 19.03197 0.48
O 3.89517 13.65799 18.85087 -0.97
H 3.92297 12.78686 19.24658 0.50
H 3.47747 14.20903 19.51277 0.47
O 4.60976 8.79210 20.38060 -0.96
H 5.13693 8.65280 19.59389 0.48
H 5.25101 8.91817 21.07998 0.47
O 0.27558 7.75634 17.80550 -0.95
H 1.17006 7.83246 18.13768 0.49
H 0.36954 7.31253 16.96263 0.46
O 3.02409 11.46292 20.46962 -0.99
H 3.37400 10.58854 20.29854 0.50
H 2.16329 11.46307 20.05099 0.49
O 6.18004 13.59092 15.44604 -0.93
H 6.36399 13.29347 16.33706 0.46
H 7.03407 13.59660 15.01380 0.47
O 3.02746 12.29425 12.96674 -0.97
H 3.48673 11.51060 13.26872 0.48
H 3.11053 12.91502 13.69061 0.47
O 2.75636 6.78548 18.85398 -0.97
H 2.96464 6.34279 19.67670 0.47
H 3.57351 7.21329 18.59809 0.49
```

***

Entry 5:
ArH20O10 as an isolated structure, computed with ωB97M-V/def2-TZVPD.

LUMO level ... -0.014 eV
HOMO level ... -10.362 eV
Molar mass ... 220.098 g/mol
Orbital gap ... 10.35 eV
Total charge ... 0
ΔE to the lowest compared entry with this formula, charge and spin ... 44.0 kJ/mol

```
31
Properties=species:S:1:pos:R:3:nbo_charge:R:1
Ar -17.06243 -14.17054 -0.38441 0.00
O -13.75704 -15.09056 -1.88379 -0.95
H -14.40746 -15.79031 -1.94340 0.47
H -14.20527 -14.38544 -1.41675 0.48
O -18.84372 -15.90434 -2.74743 -0.95
H -19.71894 -15.51987 -2.79639 0.47
H -18.42360 -15.65010 -3.56907 0.49
O -20.21678 -12.40427 -0.93632 -0.97
H -20.86989 -11.73118 -0.74497 0.47
H -20.13592 -12.89894 -0.12085 0.50
O -20.12598 -13.89765 1.48459 -0.97
H -19.93295 -14.82505 1.34711 0.50
H -21.01782 -13.88709 1.83210 0.47
O -16.33489 -14.99507 3.28548 -0.95
H -16.35205 -15.46586 4.11872 0.48
H -16.90550 -14.23932 3.42505 0.48
O -17.90231 -11.13585 -1.67626 -0.98
H -18.61545 -11.59634 -1.23397 0.50
H -17.96488 -10.23505 -1.35864 0.46
O -15.43011 -11.31158 -3.26016 -0.95
H -14.53563 -11.20769 -2.93562 0.46
H -15.98023 -11.21435 -2.48289 0.49
O -13.84172 -13.41538 0.51141 -0.95
H -12.92224 -13.60648 0.32630 0.48
H -13.96689 -13.69417 1.41851 0.48
O -16.90515 -17.08327 1.46383 -0.98
H -16.67384 -16.19192 1.72504 0.48
H -17.78176 -17.00331 1.08781 0.47
O -19.47292 -16.47584 0.46287 -0.96
H -19.61364 -16.20584 -0.44462 0.50
H -19.90053 -17.32972 0.52826 0.49
```

***

Entry 6:
ArH30O15 as an isolated structure, computed with ωB97M-V/def2-TZVPD.

LUMO level ... -0.866 eV
HOMO level ... -10.269 eV
Molar mass ... 310.173 g/mol
Orbital gap ... 9.40 eV
Total charge ... 0
ΔE to the lowest compared entry with this formula, charge and spin ... 63.3 kJ/mol

```
46
Properties=species:S:1:pos:R:3:nbo_charge:R:1
Ar 0.01351 -0.14835 0.06303 0.00
O -4.41013 0.93357 0.13292 -0.97
H -3.62379 0.96290 -0.41211 0.49
H -4.82794 1.78404 -0.00262 0.47
O 0.11433 -2.36092 -3.62592 -0.97
H 0.65486 -1.68459 -3.21773 0.48
H -0.54709 -2.57003 -2.96636 0.47
O 2.25859 1.50065 -1.54059 -0.98
H 2.24826 1.79931 -0.63123 0.50
H 2.47150 2.28387 -2.04801 0.49
O -3.14110 -0.57583 2.28931 -0.99
H -3.60137 0.12345 1.82520 0.48
H -2.30213 -0.18749 2.53736 0.48
O 2.11745 -0.56461 -3.36710 -0.95
H 2.25385 0.01097 -2.61455 0.49
H 2.69240 -1.31245 -3.20459 0.47
O -1.82588 -2.53041 -1.35704 -0.98
H -2.50613 -2.42437 -0.69200 0.49
H -1.07080 -2.86915 -0.87609 0.51
O -0.42312 1.88482 -2.55668 -0.98
H -1.06357 1.25363 -2.22854 0.49
H 0.42162 1.54529 -2.26113 0.48
O 0.63436 -4.23323 -0.02433 -0.96
H 1.20683 -3.65854 0.48383 0.49
H 0.55175 -5.02312 0.50997 0.47
O 2.78360 1.94948 1.18892 -0.96
H 3.45886 2.60100 0.99979 0.49
H 3.26908 1.14029 1.34940 0.49
O -1.32062 3.64050 -0.58662 -0.98
H -1.20106 3.09573 0.19130 0.47
H -1.08393 3.06996 -1.31784 0.49
O -0.76896 0.41484 3.32509 -0.97
H -0.58728 0.55035 4.25507 0.48
H -0.79572 1.29709 2.95475 0.50
O 1.68743 -0.98518 3.44639 -0.97
H 2.02712 -1.45887 2.68714 0.46
H 1.04364 -0.37777 3.08196 0.48
O -2.47466 0.26496 -1.81828 -0.98
H -2.34134 -0.66007 -1.61149 0.51
H -2.84419 0.26264 -2.70127 0.49
O 0.13507 2.60457 1.96816 -0.98
H 1.04348 2.31745 1.87539 0.50
H 0.19933 3.50608 2.28342 0.48
O 2.78414 -2.48644 1.34371 -0.94
H 3.51514 -3.07369 1.53612 0.49
H 3.17454 -1.61253 1.33386 0.47
```

***

Entry 7:
As2F12N3O9Pt as an isolated structure at a distorted geometry, computed with ωB97M-V/def2-TZVPD.

LUMO level (alpha / beta) ... 7.372 / 7.335 eV
HOMO level (alpha / beta) ... -0.926 / -0.886 eV
Molar mass ... 758.910 g/mol
2S+1 ... 3
Orbital gap (alpha / beta) ... 8.30 / 8.22 eV
Total charge ... -3
⟨S²⟩ ... 2.0036

```
27
Properties=species:S:1:pos:R:3:nbo_charge:R:1
Pt 13.39684 15.84654 -34.29194 1.45
N 16.03429 15.16545 -35.00492 0.72
O 15.00786 14.79862 -35.65566 -0.53
O 15.82435 15.94093 -34.03690 -0.54
O 17.14372 14.73256 -35.27380 -0.48
N 13.78446 16.39521 -31.45489 0.71
O 14.07122 16.25606 -30.26514 -0.51
O 13.92462 17.46935 -32.05388 -0.47
O 13.37391 15.35818 -32.10457 -0.56
N 12.07178 12.90191 -34.64708 0.72
O 11.06699 12.17710 -34.51174 -0.53
O 13.18554 12.42314 -34.91155 -0.49
O 11.92119 14.15520 -34.49946 -0.56
As 10.03750 18.05348 -34.07765 2.85
F 8.94080 16.71446 -34.21208 -0.63
F 8.67672 19.12235 -33.85449 -0.65
F 11.15355 19.35017 -33.95536 -0.62
F 11.38382 16.91148 -34.31415 -0.65
F 9.93049 18.28761 -35.79088 -0.63
F 10.13391 17.81197 -32.37004 -0.63
As 14.50104 18.71381 -36.95869 2.85
F 15.08438 20.06416 -37.91469 -0.65
F 13.97264 17.91672 -38.40287 -0.64
F 13.91683 17.34291 -36.00166 -0.66
F 15.03704 19.50844 -35.52164 -0.62
F 12.97109 19.47207 -36.81738 -0.62
F 16.03310 17.93366 -37.12986 -0.63
```